DFT (ωB97M-V with the def2-TZVPD basis set) results for a structure of composition C15H28F4Li2N2O23S4.

```
! wB97M-V def2-TZVPD RIJCOSX def2/J DEFGRID3
* xyz 0 1
S -3.74710 3.62238 2.11755
S 0.53615 0.25580 0.95969
S 0.26131 1.09229 -1.25880
S -3.84865 3.90472 -0.21267
F -0.09092 0.42035 2.44449
F -0.61419 2.26846 -1.90250
F -3.11676 2.66024 3.25119
F -2.92989 3.54463 -1.44218
O 1.86981 0.67272 1.25347
O 2.82512 -2.66481 1.44389
O -5.03724 -1.14111 2.16409
O 0.31712 4.45424 0.23326
O -3.18173 4.87215 2.57440
O 0.23155 -1.13891 0.75826
O 3.88045 -0.25530 -2.31309
O 4.27380 -2.07073 -3.60915
O -3.24304 -2.06807 2.86037
O -1.87314 -5.89150 -3.84122
O -1.10902 -4.58101 -2.21283
O 3.86715 -2.18042 -1.39800
O -3.07872 -0.09488 1.82937
O -5.14660 3.32101 2.24712
O -0.07165 6.64287 -0.16458
O 1.57693 1.60778 -1.47939
O 1.63790 -4.35923 1.85101
O -3.59705 5.33061 -0.19050
O -5.13987 3.40784 -0.58849
O 1.89842 -2.83864 3.51246
O -0.17551 -0.03392 -2.02609
O 1.25030 5.60756 -1.46459
O -0.03673 -4.61696 -4.15559
N -0.44681 1.27613 0.28325
N -2.95870 2.93972 0.92320
C 0.03757 -3.80585 -1.99195
C 0.67823 -3.65263 -3.37025
C 0.45109 5.47620 -0.41641
C -0.95360 6.83611 0.93349
C 3.98109 -1.57749 -2.55898
C -3.75375 -1.01939 2.26082
C 0.67931 -5.08881 2.60096
C -5.75302 -0.12762 1.47263
C 3.79480 -3.61024 -1.36510
C 2.07305 -3.19995 2.38468
C 2.30816 4.68849 -1.65379
C 3.81866 0.57907 -3.43277
C -1.81770 -2.14333 2.94016
C 3.65517 -1.51663 1.72854
C -1.09265 -5.08538 -3.47677
Li -0.98769 3.08493 1.13226
Li -2.38687 1.15700 0.51325
H -1.80376 7.44291 0.63920
H 0.55873 -2.64599 -3.77125
H 0.97812 -5.47954 3.57284
H 3.10553 4.95285 -0.95398
H 3.91024 -3.98547 -0.35022
H 2.76090 -3.91519 -1.51671
H -1.65897 -2.90753 3.70335
H 2.72696 4.84785 -2.64615
H -0.45859 7.19901 1.82969
H -6.77578 -0.46287 1.30762
H 2.08375 3.62635 -1.57529
H 3.30565 -0.92460 2.56796
H 4.55946 -3.96219 -2.05014
H 0.35198 -5.92098 1.98204
H -0.21436 -2.82795 -1.57921
H 3.85297 1.63783 -3.18460
H -1.36292 -2.57791 2.05272
H -1.43405 5.89289 1.17823
H 4.58359 -1.96553 2.09171
H -5.36416 0.16702 0.50022
H 2.97992 0.42957 -4.11749
H -1.31885 -1.24221 3.27386
H 4.68891 0.46831 -4.09186
H 0.73311 -4.27889 -1.29451
H -5.88534 0.76502 2.08649
H -0.19215 -4.45887 2.76773
H 3.82877 -0.97700 0.80894
H 1.74578 -3.85737 -3.37938
*
```

* HOMO: -10.98 eV
* electronic energy: -4435.74483 hartree
* LUMO level: -1.3 eV

---

DFT (ωB97M-V with the def2-TZVPD basis set) results for the molecule C5H8N2O2.

```
! wB97M-V def2-TZVPD RIJCOSX def2/J DEFGRID3
* xyz 0 1
O 0.36172 -0.35511 0.71295
O -0.92608 -0.06456 -1.27459
N -0.32198 -2.44079 1.19728
N -0.96651 -2.01346 0.07007
C -0.52856 -0.80658 -0.22067
C -0.24035 1.20622 -1.36944
C 1.25784 -1.39061 2.83601
C 0.46816 -1.44227 1.54800
C -0.88739 2.01075 -2.52567
H -0.88562 1.40149 -3.42444
H 0.81376 -2.01743 3.57808
H 1.29363 -0.36275 3.16665
H 0.80805 1.03270 -1.59165
H 2.28069 -1.76967 2.67853
H -0.30381 1.78423 -0.44743
H -1.93637 2.30848 -2.25739
H -0.28721 2.91937 -2.67630
*
```

* HOMO: -9.07 eV
* electronic energy: -455.27523 hartree
* LUMO level: 0.7 eV
* relative energy (zero: lowest compared OMol25 entry of this formula, charge and spin): 218.6 kJ/mol

---

DFT (ωB97M-V with the def2-TZVPD basis set) results for a cluster of 18 separate species, C3H40NO17 in total.

```
! wB97M-V def2-TZVPD RIJCOSX def2/J DEFGRID3
* xyz 2 2
O -3.94033 1.11791 0.17471
O 4.23914 1.34525 0.25189
O 0.01176 -0.13601 4.87725
O -0.93973 3.44283 -3.23876
O -1.43543 0.40878 -3.20196
O 1.06291 3.92853 0.94410
O -2.26591 1.05177 3.50472
O 3.22844 -3.39640 -1.31636
O -1.36945 3.22503 2.16616
O -4.26409 -0.11924 2.51892
O -1.57180 2.23247 -0.28059
O 0.98373 1.82691 -3.08126
O -2.94549 -1.00628 -1.27555
O 3.90547 -1.00856 1.57742
O 0.74478 -3.91827 -2.12528
O 3.98639 -0.67277 -1.41651
O -2.07445 -3.60938 -0.36564
N 0.32876 -2.30977 0.70176
C 0.97219 -0.64522 -0.80434
C 1.45390 -2.94239 0.71022
C 0.18340 -0.97393 0.25284
H 0.96158 0.31602 -1.31647
H -1.59408 2.45681 2.74548
H 5.11233 1.77968 0.29951
H -0.51201 -2.78309 1.06663
H -1.36106 -0.06943 -4.03541
H -2.34380 -2.67255 -0.63429
H -1.94037 3.96511 2.34394
H 4.25656 0.01925 -0.76315
H -3.57901 -0.30460 -0.96068
H -3.04453 1.50207 0.03409
H 0.40773 0.41316 5.55303
H 0.47370 3.88930 1.71237
H 4.44672 -0.61979 -2.25833
H 2.43283 -2.42807 0.69912
H 1.57641 -3.50510 -1.84400
H -0.82849 1.66054 -0.51168
H -5.12370 0.31941 2.44913
H 1.63260 2.25097 -2.52146
H -1.44903 2.52904 0.66658
H 0.77163 -4.29336 -3.01770
H 3.70801 -2.52171 -1.29589
H 0.66290 -0.72869 4.52586
H 3.60048 -3.79884 -2.11032
H -1.20734 3.19525 -2.32178
H -3.21597 0.73026 3.38316
H -1.27774 -4.04820 -0.78964
H 1.77166 -1.21588 -1.25877
H -1.51154 3.47379 -4.02179
H 0.58852 2.48920 -3.67928
H -0.52450 0.38751 -2.85132
H 0.58393 4.03836 0.10386
H -2.22318 -0.65519 -1.88685
H 3.98055 -0.13090 1.14847
H -4.37257 1.49130 -0.61637
H -1.94890 0.90238 4.38751
H -0.55172 -0.32582 0.71189
H -3.96051 -0.13213 1.61187
H 1.46877 -4.02520 0.88248
H 4.64735 -1.06540 2.20775
H 3.61313 2.06949 0.09690
*
```

* HOMO (spin up / spin down): -15.84 / -15.84 eV
* electronic energy: -1471.39109 hartree
* <S²>: 0.759
* LUMO level (spin up / spin down): -7.6 / -12.8 eV

---

DFT (ωB97M-V with the def2-TZVPD basis set) results for a structure of composition C25H42LiN3O3P2S2.

```
! wB97M-V def2-TZVPD RIJCOSX def2/J DEFGRID3
* xyz 0 1
S 2.46303 -0.88113 2.84716
S -0.58480 -1.30618 1.51720
P -2.23881 1.45089 -1.34821
P 0.62455 -0.33873 2.78255
O 1.31277 -0.22394 -6.04409
O -0.12427 -0.29153 4.24628
O 0.50433 1.24139 2.38901
N 1.08692 -1.59800 -4.24948
N 2.54216 0.35774 -4.20926
N 1.42617 1.17889 -0.82130
C -1.14045 -1.25890 4.63988
C -2.67498 3.20237 -1.74339
C 2.57635 0.58398 -2.78874
C -3.11595 0.42423 -4.07601
C 1.64390 -2.23855 -3.03544
C -1.96605 0.78590 -3.13492
C -3.79164 0.54316 -0.90160
C 3.16461 -4.39388 0.33150
C -0.30344 3.46634 2.50831
C 2.83557 -2.93626 -3.12450
C 3.79273 0.65188 -2.18071
C 3.79114 0.92445 -0.81402
C 2.62055 1.19077 -0.18202
C -1.94975 -0.51420 5.69066
C -3.52579 -0.98688 -1.05138
C 1.62640 -0.54665 -4.91145
C 1.08109 2.46539 4.45976
C 3.33187 -3.61743 -2.04689
C 1.40890 0.86233 -2.08480
C -0.52632 -2.51486 5.11360
C 1.37844 -3.02641 -0.77309
C 0.94331 -2.21302 -1.80193
C -2.64622 4.05682 -0.48490
C 0.07955 2.23888 3.36075
C 2.58794 -3.66727 -0.85114
Li -0.06393 0.84982 0.43468
H 4.75348 0.98308 -0.32001
H 2.78490 1.13618 -4.82018
H 2.38437 -4.99430 0.86910
H -1.26119 -3.31630 5.29471
H -1.32561 -0.20167 6.51832
H 0.53423 3.84568 2.03128
H -2.70501 -0.33954 -4.80721
H -1.78520 3.51932 -2.38644
H -0.00827 -1.65481 -1.70256
H 3.99806 -4.99214 -0.04739
H 0.74755 -3.13947 0.11139
H 0.70711 3.25756 5.04366
H -4.65873 0.93449 -1.48217
H -2.86741 -1.35032 -0.24146
H 0.19220 -2.85633 4.35362
H 0.41266 0.87602 -2.62195
H -1.35899 -0.13641 -2.95505
H 3.45390 -3.63832 1.04127
H 4.24016 -4.28779 -2.14332
H -3.41202 3.88080 0.25629
H -2.66971 5.12779 -0.75793
H 2.62302 1.34286 0.88516
H 2.02096 2.74795 4.01693
H -2.95951 -1.24299 -1.97831
H 1.12991 1.56395 5.08193
H 3.33021 -2.90519 -4.11706
H 0.60409 -2.28545 -4.85050
H -0.71103 4.28180 3.13215
H -3.90860 0.70974 0.14997
H -1.75091 -1.39642 3.76475
H -3.54667 1.25441 -4.65738
H -1.21224 1.40914 -3.60078
H -3.63666 3.34084 -2.26436
H -2.30736 0.49325 5.33759
H 4.64111 0.36317 -2.82144
H -2.74083 -1.19052 6.04837
H -3.92186 -0.05051 -3.54210
H -4.40398 -1.64385 -1.06501
H -0.96443 3.18828 1.68764
H -1.71955 3.86386 0.06251
H -0.88297 1.90251 3.79397
H -0.00913 -2.32175 6.03994
*
```

* HOMO: -7.68 eV
* electronic energy: -2854.58452 hartree
* LUMO level: 0.3 eV
* relative energy (zero: lowest compared OMol25 entry of this formula, charge and spin): 57.1 kJ/mol

---

DFT (ωB97M-V with the def2-TZVPD basis set) results for the molecule C4H6O2.

```
! wB97M-V def2-TZVPD RIJCOSX def2/J DEFGRID3
* xyz 0 1
O -1.11954 -1.69638 0.27189
O 1.61091 -0.31442 0.10021
C 0.89113 0.90749 -0.05072
C -0.75781 -0.43756 -0.21152
C 0.59231 -0.25065 -0.89765
C -0.38275 0.73128 0.76762
H -1.08810 1.56614 0.74100
H -1.56221 -0.10559 -0.87558
H 0.88209 -0.49391 -1.91486
H -0.31624 -2.14831 0.56255
H -0.19375 0.43171 1.80146
H 1.44396 1.81020 -0.29442
*
```

* HOMO: -9.94 eV
* electronic energy: -306.41327 hartree
* LUMO level: 1.1 eV
* relative energy (zero: lowest compared OMol25 entry of this formula, charge and spin): 244.2 kJ/mol

---

DFT (ωB97M-V with the def2-TZVPD basis set) results for a cluster of 2 separate species, C5H14 in total.

```
! wB97M-V def2-TZVPD RIJCOSX def2/J DEFGRID3
* xyz 0 1
C -1.73582 2.74471 0.57763
C -0.76729 2.56237 1.75810
C 0.43812 -0.94169 -1.51816
C 0.81526 -2.38606 -1.22206
C 1.53652 -2.57615 0.12617
H 0.81568 -2.81690 0.90366
H 0.25254 2.48293 1.40160
H -0.92229 3.36987 2.47092
H 2.25619 -3.39280 0.08808
H 1.26887 -2.91803 -2.05913
H 1.21124 -0.19140 -1.35877
H -1.30267 3.49814 -0.08040
H 0.16788 -0.76043 -2.56154
H -0.97121 1.62507 2.27971
H 2.07549 -1.67990 0.43344
H -0.11870 -2.93474 -1.15838
H -1.87128 1.87170 -0.05125
H -2.68594 3.11206 0.93862
H -0.46260 -0.66875 -0.96827
*
```

* HOMO: -11.23 eV
* electronic energy: -198.87645 hartree
* LUMO level: 1.1 eV
* relative energy (zero: lowest compared OMol25 entry of this formula, charge and spin): 33.4 kJ/mol

---

DFT (ωB97M-V with the def2-TZVPD basis set) results for a structure of composition C53H50N3O5P2RuS2.

```
! wB97M-V def2-TZVPD RIJCOSX def2/J DEFGRID3
* xyz 0 2
Ru 0.49519 1.11850 0.16479
S -0.86217 2.39667 1.97027
S -2.66090 1.09887 -1.93621
P 2.10168 1.27389 1.87472
P -0.74836 -0.90590 1.98691
O -3.03424 1.75922 -3.14657
O -1.37356 0.11743 -2.40233
O -2.02639 1.89885 -0.88483
O 0.81274 3.24697 -0.39858
O -3.61818 0.12965 -1.42361
N 1.77039 0.91563 -1.70812
N -2.46945 -2.45706 -3.76507
N -0.76993 -0.39765 -1.19802
C -2.70067 -2.41263 -5.22206
C -0.23545 -1.62079 -4.14234
C -1.28581 -2.26566 -3.29535
C 1.69013 1.84899 -2.67977
C 3.59967 0.29140 2.27613
C 3.31174 5.22410 1.90350
C 1.13463 1.29052 5.89873
C 1.25034 1.49360 3.48635
C -2.53899 -3.84624 5.14271
C 5.80866 0.03418 3.20969
C -3.55389 2.08871 1.69298
C -2.23409 -4.33380 3.88177
C -0.83641 1.86464 4.66264
C 0.60169 -2.69892 0.48787
C -0.10802 1.81539 3.47908
C -2.33772 0.00023 1.80026
C 4.40100 4.09807 0.08279
C 0.56178 -3.18524 -1.89141
C 0.00588 3.16129 -3.94399
C 2.78998 0.04664 -1.71965
C 1.85311 1.22188 4.71356
C -1.31512 4.83482 -2.86690
C -2.31331 -3.73079 -5.88112
C 2.68501 4.03623 2.26747
C 5.83767 -1.29190 2.79365
C -1.23475 -1.72799 -0.82661
C -0.54948 -2.01343 0.50230
C -1.66437 -3.49726 2.92648
C -0.95536 4.14231 -4.02980
C 4.16882 5.25669 0.81761
C -2.36139 1.39903 1.86061
C 0.23716 3.51290 -1.53335
C -4.73693 0.01273 1.47920
C -3.54571 -0.67563 1.63818
C 3.80131 0.06284 -2.65343
C -0.21725 1.59823 5.87276
C 4.69893 0.82409 2.95017
C 4.76123 -1.82189 2.09867
C 1.20869 -3.21306 -0.73429
C 0.61050 2.83965 -2.72158
C 2.91953 2.87742 1.54185
C -3.81616 -4.10390 -2.32022
C 3.75451 1.03752 -3.64396
C -3.66356 -2.70028 -2.91776
C -1.39984 -2.15886 3.21694
C 3.65047 -1.02763 1.83827
C -1.67806 -1.69207 4.50157
C -0.87729 -2.75482 -1.92822
C 3.77778 2.91688 0.44190
C -4.73824 1.39742 1.48957
C -2.24817 -2.52346 5.45315
C -0.73249 4.53774 -1.65749
C 2.69184 1.91253 -3.66765
H -1.46346 -3.64371 -1.68577
H -1.89157 2.11007 4.62508
H -1.45102 4.34768 -4.96999
H -3.75307 -2.20953 -5.39578
H 0.19392 -2.30413 -4.87942
H 4.60762 -0.65655 -2.60234
H -5.66331 -0.52881 1.33184
H -3.38252 -4.86825 -2.96750
H -0.79069 1.62821 6.79091
H 4.64731 6.18491 0.53051
H -2.49041 -3.66945 -6.95461
H -4.87572 -4.32789 -2.20433
H 4.54744 1.11597 -4.37834
H -1.44852 -0.66371 4.75418
H -1.25897 -3.95759 -5.71881
H -2.44580 -5.36784 3.63548
H -3.00511 -4.49041 5.87805
H -5.65807 1.94678 1.33435
H 4.68648 1.86317 3.25828
H 1.11015 -2.85880 1.43422
H 0.27862 2.59536 -4.83105
H -2.08973 5.59258 -2.91603
H 5.06199 4.12028 -0.77536
H -1.16200 0.23480 -0.47208
H 2.90092 0.95476 4.74316
H -3.53742 3.17169 1.69323
H -3.69145 -1.93585 -2.14413
H 1.62836 1.10247 6.84369
H 2.22106 -3.59752 -0.68342
H -3.54235 -1.76049 1.63891
H -3.36584 -4.18575 -1.33274
H -2.47038 -2.13799 6.44109
H 1.02661 -3.54518 -2.80247
H 2.80648 -1.41496 1.27817
H 0.56630 -1.27856 -3.48873
H 6.65569 0.45423 3.73819
H 2.76115 -0.70926 -0.94474
H -2.32111 -1.72615 -0.70847
H -1.03427 5.04088 -0.74608
H -4.51948 -2.50776 -3.55690
H -2.91126 -4.55227 -5.48406
H 4.78522 -2.85070 1.75900
H 2.62902 2.69169 -4.41310
H -2.14210 -1.59088 -5.65860
H 6.70456 -1.90656 3.00312
H 3.94215 2.01310 -0.13486
H 3.12365 6.12728 2.47186
H -1.43270 -3.88987 1.94441
H 2.00369 4.01519 3.11101
H -0.64044 -0.75215 -4.65381
*
```

* HOMO (spin up / spin down): -5.33 / -6.05 eV
* electronic energy: -4163.94294 hartree
* <S²>: 0.758
* LUMO level (spin up / spin down): -0.5 / -0.5 eV
* relative energy (zero: lowest compared OMol25 entry of this formula, charge and spin): 572.6 kJ/mol

---

DFT (ωB97M-V with the def2-TZVPD basis set) results for the molecule C7H13N.

```
! wB97M-V def2-TZVPD RIJCOSX def2/J DEFGRID3
* xyz 0 1
N 2.76535 0.36049 -1.06872
C -3.45735 -0.91540 0.48020
C -1.40132 -0.65764 -0.16935
C 1.55192 0.11306 -0.33678
C -2.19717 -1.36259 0.89378
C -0.91485 0.57345 -0.28717
C 0.37233 0.81896 -1.04741
C 1.69130 0.53506 1.12873
H -1.01614 1.16793 0.61829
H -1.80312 -1.58362 1.86920
H 1.57392 1.63034 1.12534
H 2.74153 -0.09512 -1.96933
H 0.53512 1.89981 -1.01527
H 0.86584 0.11760 1.70174
H 2.67381 0.33813 1.55597
H 0.34672 0.48464 -2.08798
H -3.71361 0.15108 0.46479
H -4.33547 -1.44277 0.07846
H 3.63083 0.13692 -0.60477
H 1.20368 -0.93635 -0.34837
H -1.11331 -1.33396 -0.98135
*
```

* HOMO: -7.42 eV
* electronic energy: -329.07309 hartree
* LUMO level: -0.4 eV
* relative energy (zero: lowest compared OMol25 entry of this formula, charge and spin): 520.8 kJ/mol